C51H58Cl6F6N8NiO4 | ωB97M-V/def2-TZVPD

```
134
C51H58Cl6F6N8NiO4 ωB97M-V/def2-TZVPD
Ni -0.3081 -2.6144 1.8449
C 0.2652 -1.1102 -0.5986
O 0.5748 -0.7132 0.7230
O -0.2990 -2.3882 -0.3611
C -0.3030 0.0775 -1.4296
F -1.4139 0.6232 -0.8149
F 0.6382 1.0126 -1.5670
F -0.6666 -0.3900 -2.6631
C 1.6156 0.2791 0.9079
C 2.1722 0.1505 2.3409
H 3.0189 0.8337 2.4075
H 1.3334 0.3525 3.0069
H 2.4344 -0.8727 2.6099
H 1.1689 1.2702 0.8280
H 2.4311 0.2935 0.1848
H 1.2171 -1.3811 -1.0553
C -1.8889 -0.8648 3.3366
O -2.1806 -1.4759 2.0905
O -0.7296 -1.5430 3.6504
C -1.7249 0.7146 3.1641
F -1.1770 0.9963 1.9763
F -2.8416 1.5147 3.1739
F -0.9426 1.1967 4.1222
C -3.4652 -1.2894 1.5535
C -3.5648 -2.2046 0.3221
H -3.5136 -3.2306 0.6866
H -4.5809 -2.1388 -0.0669
H -2.9381 -1.9714 -0.5387
H -3.6418 -0.2580 1.2482
H -4.2507 -1.5956 2.2445
H -2.7907 -1.0582 3.9174
N 5.5788 -1.1469 -2.8248
C 4.3291 -0.7087 -3.0868
C 3.8011 -0.7327 -4.3985
C 4.6402 -1.2483 -5.4156
C 5.8366 -1.7713 -5.0840
C 6.3346 -1.6225 -3.8194
H 3.7340 -0.2049 -2.3394
H 2.8200 -0.3491 -4.6368
H 4.3188 -1.2991 -6.4454
H 6.4646 -2.3012 -5.7849
H 7.2751 -2.0576 -3.5151
N -5.2258 -3.2030 -4.8478
C -5.2938 -3.2386 -6.2082
C -4.2367 -2.8188 -7.0310
C -2.9789 -2.5297 -6.4797
C -2.8889 -2.5366 -5.0846
C -4.0183 -2.9030 -4.2977
H -6.2089 -3.5391 -6.6968
H -4.3218 -2.9173 -8.1031
H -2.1634 -2.3424 -7.1626
H -1.9660 -2.1887 -4.6445
H -3.9512 -2.9006 -3.2198
N 0.1341 5.2467 0.4178
C 0.9466 4.1835 0.7613
C 2.2657 4.0747 0.2796
C 2.7574 5.0693 -0.5565
C 1.9442 6.1599 -0.9398
C 0.6256 6.1877 -0.4434
H 0.4501 3.5229 1.4566
H 2.8673 3.2217 0.5566
H 3.7414 4.9305 -0.9794
H 2.2979 6.9340 -1.6047
H -0.1158 6.9486 -0.6378
N 1.6273 -3.3596 2.0723
C 1.9888 -3.7996 3.3243
C 3.3442 -3.9604 3.6749
C 4.3191 -3.8440 2.7067
C 3.9332 -3.5900 1.4118
C 2.6172 -3.4410 1.1271
H 1.2551 -3.6681 4.1059
H 3.6364 -4.2094 4.6844
H 5.3744 -3.9450 2.9129
H 4.5676 -3.6681 0.5413
H 2.4031 -3.3833 0.0701
N -2.4473 6.2612 -2.9098
C -2.1349 5.7691 -4.1266
C -1.6478 4.4965 -4.2790
C -1.4868 3.6071 -3.1821
C -1.8165 4.1262 -1.9386
C -2.3400 5.4628 -1.8423
H -2.3728 6.4139 -4.9597
H -1.4945 4.1744 -5.2984
H -1.0507 2.6201 -3.2257
H -1.6813 3.5510 -1.0346
H -2.6296 5.8802 -0.8892
N -1.3737 -4.3513 1.9929
C -1.6606 -4.9290 3.1930
C -2.1104 -6.2143 3.4013
C -2.4179 -7.0229 2.2810
C -2.3656 -6.3926 1.0355
C -1.8583 -5.1033 0.9467
H -1.4685 -4.2814 4.0357
H -2.2623 -6.5403 4.4196
H -2.7961 -8.0345 2.2847
H -2.5517 -6.9123 0.1073
H -1.6104 -4.6851 -0.0177
N -5.9392 1.6147 -0.8563
C -6.9198 2.4865 -0.4703
C -6.6202 3.6608 0.2651
C -5.3067 3.8901 0.6222
C -4.3055 3.0569 0.1583
C -4.6388 1.9424 -0.5907
H -7.9240 2.1607 -0.6983
H -7.3743 4.3793 0.5503
H -5.0863 4.8089 1.1453
H -3.2866 3.2078 0.4829
H -3.9341 1.2550 -1.0348
N 2.5703 3.3527 3.8148
C 1.4122 4.0419 4.0219
C 1.3748 5.4126 4.0265
C 2.5085 6.0626 3.7837
C 3.7469 5.3990 3.5436
C 3.7039 4.0114 3.5312
H 0.5454 3.4095 4.1453
H 0.4322 5.9105 4.1997
H 2.4112 7.1382 3.7740
H 4.6380 5.9929 3.4035
H 4.5768 3.4416 3.2486
C -0.5836 -5.0312 -2.7640
Cl 0.6162 -6.0647 -1.9412
Cl -2.2397 -5.6261 -2.4128
H -0.5552 -3.9785 -2.4830
H -0.4304 -5.0149 -3.8431
C 5.5362 -0.5425 0.5087
Cl 5.1833 1.0967 0.0070
Cl 6.1835 -0.5096 2.1841
H 4.5930 -1.0837 0.4331
H 6.2049 -1.1066 -0.1414
C 2.7267 0.0400 5.5164
Cl 2.4640 0.8550 7.1072
Cl 3.8747 -1.3496 5.7179
H 1.7494 -0.2646 5.1421
H 3.1620 0.7831 4.8483
```

Computed properties:
2S+1: 4
Frontier orbital gap (spin up / spin down) (eV): 3.146 / 7.478
Molecular weight (g/mol): 1232.48
<S²>: 3.770
Electronic energy (a.u.): -7585.7724
Charge: -1